Computed, not measured: one molecule with the formula C3H4N2O, with the ωB97M-V functional and the def2-TZVPD basis.

Output
**Lowest unoccupied orbital energy**: 0.0393 Ha
**Frontier orbital gap**: 10.30 eV
**Net charge**: 0
**HOMO level**: -9.23 eV
**E_tot**: -8200.49961 eV
**Relative energy (zero: lowest compared OMol25 entry of this formula, charge and spin)**: 326.7 kJ/mol
**2S+1**: 1

Positions of all 10 atoms, in Å:
N -1.86 -0.04 -0.28
C -0.50 -0.17 -0.13
N 0.04 -1.37 -0.18
O 1.41 -1.17 0.12
C 1.59 0.10 0.38
C 0.49 0.87 0.15
H -2.29 0.74 0.20
H -2.40 -0.90 -0.22
H 2.57 0.49 0.59
H 0.95 1.45 -0.64

---

Computed, not measured: one molecule with the formula C3H4N2O, with the ωB97M-V functional and the def2-TZVPD basis.

Output
**Lowest unoccupied orbital energy**: 0.0286 Ha
**Frontier orbital gap**: 8.81 eV
**Net charge**: 0
**HOMO level**: -8.04 eV
**E_tot**: -8203.01505 eV
**Relative energy (zero: lowest compared OMol25 entry of this formula, charge and spin)**: 84.0 kJ/mol
**2S+1**: 1

Positions of all 10 atoms, in Å:
C 0.07 0.51 -0.41
C -0.13 -0.38 1.45
C -0.12 -1.46 0.56
H 0.41 2.19 -1.03
H -0.38 -0.49 2.52
H -0.41 -2.52 0.75
H 0.24 -1.39 -1.54
N -0.13 0.82 0.86
N -0.02 -0.84 -0.67
O 0.28 1.29 -1.45

---

Computed, not measured: a 5-piece molecular cluster, C47H54I2N3O20 overall, with the ωB97M-V functional and the def2-TZVPD basis.

Output
**Lowest unoccupied orbital energy**: -0.1415 Ha
**Frontier orbital gap**: 6.29 eV
**Net charge**: +1
**HOMO level**: -10.14 eV
**E_tot**: -111207.16561 eV
**2S+1**: 1

Positions of all 126 atoms, in Å:
C 1.63 10.83 2.09
C 0.94 9.86 2.99
C -0.58 9.27 2.81
O -1.59 10.09 3.20
O -0.96 7.97 2.23
C -0.34 6.84 2.94
C -1.01 6.47 4.39
C -2.38 5.58 4.32
C -2.23 4.15 3.52
C -1.14 3.11 4.18
C -1.23 1.57 3.58
C -0.81 1.61 2.00
N -1.60 0.73 1.01
C -0.73 0.91 -0.25
N -1.24 1.35 -1.44
C -0.28 1.55 -2.59
C -0.88 1.20 -4.07
C 0.46 0.96 -5.06
C 1.13 2.35 -5.59
O 1.64 3.25 -4.54
C 3.04 2.96 -4.20
N 0.67 0.57 0.20
C 1.05 -0.89 0.33
I -0.04 -2.39 1.54
C 2.30 -1.36 -0.40
C 2.88 -2.90 -0.33
I 3.51 0.05 -1.63
C 0.74 1.31 1.55
C 1.86 0.86 2.66
C 3.43 1.19 1.88
C 4.78 1.16 2.98
O 4.44 0.00 1.86
H 1.87 11.94 2.43
H 2.05 10.53 1.02
H 1.55 9.51 3.96
H 0.81 7.07 3.15
H -0.33 5.93 2.17
H -0.17 5.99 5.08
H -1.30 7.51 4.89
H -3.17 6.23 3.70
H -2.87 5.35 5.36
H -3.29 3.61 3.39
H -1.90 4.44 2.41
H -0.04 3.49 3.92
H -1.23 3.09 5.35
H -0.49 0.86 4.16
H -2.31 1.09 3.70
H -0.99 2.68 1.50
H -2.60 1.03 0.89
H -2.26 1.58 -1.58
H 0.02 2.71 -2.58
H 0.66 0.86 -2.42
H -1.45 2.15 -4.47
H -1.58 0.25 -4.04
H 1.30 0.38 -4.45
H 0.12 0.26 -5.93
H 0.40 3.00 -6.27
H 2.04 2.06 -6.27
H 3.22 3.06 -3.02
H 3.40 1.88 -4.48
H 3.79 3.75 -4.68
H 3.42 -3.09 -1.38
H 3.74 -2.99 0.48
H 2.07 -3.73 -0.24
H 1.12 2.38 1.19
H 1.91 1.54 3.60
H 1.87 -0.28 2.92
H 3.45 2.05 0.96
H 4.81 0.31 3.79
H 5.76 1.67 2.54
C -2.70 -2.70 7.53
C -3.29 -1.67 6.91
C -3.38 -1.62 5.42
O -3.94 -0.68 4.88
C -2.78 -2.73 4.66
C -2.19 -3.75 5.28
C -2.12 -3.81 6.77
O -1.60 -4.77 7.32
O -1.62 -4.79 4.57
O -3.83 -0.62 7.62
H -2.63 -2.75 8.61
H -2.83 -2.67 3.58
H -1.26 -5.40 5.25
H -4.19 -0.01 6.94
C 5.09 -7.19 3.51
C 4.50 -6.17 2.89
C 4.42 -6.12 1.40
O 3.86 -5.17 0.86
C 5.02 -7.22 0.64
C 5.60 -8.25 1.26
C 5.67 -8.31 2.75
O 6.20 -9.27 3.30
O 6.17 -9.29 0.55
O 3.96 -5.11 3.60
H 5.16 -7.24 4.59
H 4.96 -7.16 -0.44
H 6.53 -9.90 1.23
H 3.60 -4.50 2.92
C -0.65 -0.77 -9.12
C -1.18 -1.06 -10.31
C -0.99 -2.40 -10.93
O -1.51 -2.64 -12.02
C -0.17 -3.39 -10.22
C 0.36 -3.10 -9.03
C 0.15 -1.77 -8.39
O 0.64 -1.54 -7.29
O 1.14 -4.02 -8.35
O -1.93 -0.13 -11.00
H -0.78 0.19 -8.65
H -0.03 -4.35 -10.69
H 1.41 -3.57 -7.52
H -2.21 -0.58 -11.83
C -5.41 -2.02 -0.29
C -6.20 -2.48 -1.25
C -5.67 -2.82 -2.60
O -6.43 -3.26 -3.46
C -4.24 -2.60 -2.85
C -3.44 -2.13 -1.89
C -3.97 -1.82 -0.53
O -3.21 -1.42 0.34
O -2.09 -1.92 -2.12
O -7.56 -2.67 -1.03
H -5.78 -1.78 0.70
H -3.87 -2.82 -3.84
H -1.74 -1.58 -1.27
H -7.91 -3.01 -1.88

---

Computed, not measured: a 2-piece molecular cluster, C3H5N3O2S overall, with the ωB97M-V functional and the def2-TZVPD basis.

Output
**Lowest unoccupied orbital energy**: -0.0479 Ha
**Frontier orbital gap**: 7.12 eV
**Net charge**: 0
**HOMO level**: -8.43 eV
**E_tot**: -22585.35826 eV
**Relative energy (zero: lowest compared OMol25 entry of this formula, charge and spin)**: 566.3 kJ/mol
**2S+1**: 1

Positions of all 14 atoms, in Å:
C 0.21 0.25 -1.25
C 0.97 1.36 -0.96
C 0.87 -0.30 0.92
N 0.12 -0.61 -0.27
N -1.70 -0.51 0.48
N -2.38 0.62 0.55
O -1.78 1.66 0.50
O -3.60 0.55 0.47
S 1.49 1.42 0.61
H -0.19 0.02 -2.20
H 1.25 2.10 -1.57
H 0.05 -0.40 1.78
H 1.72 -0.94 1.02
H -2.10 -1.34 0.21

---

Computed, not measured: a 2-piece molecular cluster, C9H14OS overall, with the ωB97M-V functional and the def2-TZVPD basis.

Output
**Lowest unoccupied orbital energy**: 0.0292 Ha
**Frontier orbital gap**: 9.26 eV
**Net charge**: 0
**HOMO level**: -8.47 eV
**E_tot**: -22442.30373 eV
**Relative energy (zero: lowest compared OMol25 entry of this formula, charge and spin)**: 33.1 kJ/mol
**2S+1**: 1

Positions of all 25 atoms, in Å:
C 0.39 -3.61 -0.63
C 0.44 -2.43 0.33
S -1.28 -3.96 -1.24
H 1.02 -3.38 -1.49
H 0.84 -4.52 -0.24
H -0.13 -2.57 1.26
H -1.93 -3.16 -0.39
H 0.09 -1.59 -0.25
H 1.43 -2.16 0.68
C 0.54 0.90 -2.17
C 0.59 1.34 1.64
C 0.84 0.92 0.35
C -0.47 2.24 1.78
C 0.27 1.47 -0.80
C -1.12 2.80 0.70
C -0.71 2.43 -0.57
O -0.73 2.56 3.10
H 1.17 0.98 2.48
H 1.55 0.11 0.27
H -1.53 3.08 3.26
H -1.88 3.56 0.87
H -0.40 0.89 -2.72
H 0.78 -0.17 -2.15
H -1.17 2.87 -1.45
H 1.39 1.42 -2.62

---

Computed, not measured: one molecule with the formula C5H5BrClNO2S, with the ωB97M-V functional and the def2-TZVPD basis.

Output
**Lowest unoccupied orbital energy (alpha / beta)**: -0.0473 / -0.0379 Ha
**Frontier orbital gap (alpha / beta)**: 7.42 / 7.40 eV
**Net charge**: 0
**HOMO level (alpha / beta)**: -8.70 / -8.43 eV
**E_tot**: -104245.52371 eV
**Relative energy (zero: lowest compared OMol25 entry of this formula, charge and spin)**: 347.1 kJ/mol
**2S+1**: 1

Positions of all 16 atoms, in Å:
C 1.25 1.64 0.72
C 1.40 1.61 2.06
C 0.09 1.05 -0.03
C 0.33 1.48 2.89
C -0.37 -2.40 -1.45
N 0.00 -0.15 -0.26
O -2.35 -0.93 -0.47
O -1.27 -0.13 -2.52
S -1.17 -0.79 -1.25
Cl -1.03 2.27 -0.66
Br -0.79 0.04 3.09
H 2.13 2.08 0.24
H 2.26 2.24 2.46
H 0.04 -2.92 -0.63
H -0.92 -3.13 -2.17
H 0.42 -1.96 -2.03

---

Computed, not measured: C5H6O as an isolated structure, with the ωB97M-V functional and the def2-TZVPD basis.

Output
**Lowest unoccupied orbital energy**: 0.0394 Ha
**Frontier orbital gap**: 11.20 eV
**Net charge**: 0
**HOMO level**: -10.13 eV
**E_tot**: -7326.24766 eV
**Relative energy (zero: lowest compared OMol25 entry of this formula, charge and spin)**: 293.0 kJ/mol
**2S+1**: 1

Positions of all 12 atoms, in Å:
C 2.59 0.04 0.34
C 1.48 0.09 -0.15
C 0.17 0.06 -0.81
C -0.91 -0.76 -0.10
C -1.24 0.56 0.57
O -0.65 1.24 -0.58
H 3.57 -0.01 0.76
H 0.32 -0.16 -1.87
H -1.69 -0.92 -0.85
H -0.71 -1.69 0.44
H -0.64 0.86 1.43
H -2.29 0.70 0.83

---

Computed, not measured: a 6-piece molecular cluster, C5H20NO6 overall, with the ωB97M-V functional and the def2-TZVPD basis.

Output
**Lowest unoccupied orbital energy**: -0.0930 Ha
**Frontier orbital gap**: 9.89 eV
**Net charge**: +1
**HOMO level**: -12.42 eV
**E_tot**: -19276.17598 eV
**Relative energy (zero: lowest compared OMol25 entry of this formula, charge and spin)**: 335.0 kJ/mol
**2S+1**: 1

Positions of all 32 atoms, in Å:
O -1.38 2.23 -0.71
C -2.54 2.19 -0.45
C -3.15 0.64 -0.51
C -2.62 -0.31 0.53
C -1.18 -0.49 0.27
C -0.38 -1.24 1.08
N 0.97 -1.35 0.66
H -3.31 2.98 -0.36
H -4.23 0.67 -0.32
H -2.97 0.25 -1.53
H -2.66 0.29 1.46
H -3.17 -1.29 0.77
H -0.88 -0.09 -0.65
H -0.65 -1.72 2.07
H 1.04 -2.19 0.11
H 1.60 -1.39 1.43
H 1.34 -0.45 0.17
H 0.84 1.52 -0.75
H 2.36 1.42 -0.41
O 1.55 0.98 -0.64
H 1.86 -3.80 -0.40
H 1.55 -3.99 -1.90
O 1.20 -3.65 -1.09
H 4.86 2.45 -0.22
H 3.38 2.79 0.40
O 3.97 2.16 0.13
H 2.27 -1.36 3.95
H 3.35 -1.46 3.08
O 2.45 -1.39 3.02
H -2.02 1.62 -3.86
H -1.35 2.09 -2.45
O -2.10 1.89 -2.91

---

| no. | F_max (eV Å⁻¹) |
| --- | --- |
| 1 | 2.266 |
| 2 | 3.888 |
| 3 | 9.379 |
| 4 | 4.907 |
| 5 | 1.763 |
| 6 | 3.512 |
| 7 | 0.817 |
| 8 | 6.370 |